Entry 1:
C42H34AsCl2IO5PZn as an isolated structure. Source: the Open Molecules 2025 dataset; level of theory: the ωB97M-V functional and the def2-TZVPD basis.

Each line ends with the Löwdin charge.
Cartesian coordinates (Å):
I 2.4384 9.4406 1.5192  0.8037
As -0.4211 -1.9369 -1.6167  1.1828
Zn -0.0691 1.0591 -0.4010  0.6172
Cl -5.7394 4.2197 -3.6376  0.6215
Cl -4.4466 2.2229 1.2086  0.6990
P 0.3912 -0.2224 1.6392  1.0721
O -0.3766 1.1428 -2.4420  -0.0524
O 0.3848 2.9944 -0.2983  -0.0862
O -2.0435 1.3005 -0.1595  -0.1480
O 2.0215 -0.5474 -1.7091  -0.0448
O 2.2302 2.4217 0.8470  0.0180
C 4.4256 -2.3906 2.0126  -0.1370
C 1.9671 -4.9526 -4.7083  -0.0921
C 1.7011 -3.7266 -4.1169  -0.0602
C 3.6580 -2.0711 3.1834  -0.1465
C 0.5987 5.5637 0.9052  -0.0126
C 4.0516 -2.0103 0.7724  -0.0808
C 0.4331 -3.1457 -4.1968  -0.3042
C -3.4342 2.8918 -3.1331  -0.0779
C 2.1083 7.3973 1.1706  -0.7373
C 0.1916 0.7698 3.1810  -0.3142
C 0.0008 2.3596 5.4756  -0.1017
C -4.0499 2.4800 -0.4603  -0.5678
C 1.1369 2.4174 4.6760  -0.0764
C 0.1521 -1.8407 -3.5258  -0.3220
C 0.6391 -3.4476 -0.9785  -0.2653
C -2.5234 2.1954 -2.3181  -0.1138
C -3.1883 -2.2799 1.8167  -0.0937
C -0.5576 -3.8335 -4.8981  -0.0678
C -4.6040 3.3609 -2.6211  -0.6711
C -0.2978 -5.0648 -5.4887  -0.0979
C 0.8084 6.9127 1.1611  -0.1526
C -1.4959 -3.7549 2.6658  -0.0866
C 1.2337 1.6301 3.5377  -0.0924
C -2.2218 -1.3088 1.5807  -0.1221
C -2.8284 -3.5047 2.3638  -0.1001
C -1.0382 1.5108 5.1273  -0.0933
C 0.9668 -5.6319 -5.3958  -0.1116
C 2.8111 -1.2476 0.5538  -0.2444
C 3.1939 6.5631 0.9523  -0.1549
C 1.4438 3.2503 0.3995  -0.5902
C -0.5282 -2.7851 2.4282  -0.0898
C -2.0808 -2.9545 -1.8983  -0.3033
C 1.6746 4.7103 0.6865  -0.1275
C 1.9775 -0.9871 1.7655  -0.3627
C 2.4769 -1.3907 3.0149  -0.1705
C -0.8800 -1.5469 1.8941  -0.3568
C -0.9463 0.7228 3.9838  -0.0741
C 2.9668 5.2118 0.7222  -0.0149
C -1.3068 1.7498 -2.9457  -0.1723
C -2.8028 1.9512 -0.9365  -0.3690
C 2.5443 -0.7035 -0.6358  -0.2197
C -4.9171 3.1575 -1.2662  -0.1261
H -4.2233 -2.0791 1.5659  0.1019
H 0.5789 -4.2910 -1.6672  0.0253
H -0.0291 7.5742 1.3410  0.0886
H -0.0729 2.9745 6.3661  0.0950
H 4.2015 6.9551 0.9642  0.0873
H -3.1947 3.0511 -4.1784  0.1125
H 3.9949 -2.3666 4.1688  0.0699
H 4.6697 -2.2423 -0.0888  0.0972
H -0.4075 5.1624 0.8708  0.1205
H -1.7668 0.0663 3.7279  0.0933
H 0.2449 -3.7387 -0.0045  0.0134
H -3.5815 -4.2632 2.5476  0.0957
H 2.9592 -5.3829 -4.6286  0.0980
H -1.5447 -3.3921 -4.9852  0.1068
H 2.4815 -3.2038 -3.5751  0.1152
H 3.7988 4.5336 0.5722  0.1217
H -2.5026 -3.1963 -0.9218  0.0018
H -2.8041 -2.3467 -2.4468  0.0193
H -0.6555 -1.3053 -4.0262  0.0658
H -1.9258 1.4558 5.7473  0.0965
H 1.6795 -3.1403 -0.8480  0.0184
H 1.0306 -1.1969 -3.5139  0.0493
H 1.1747 -6.5882 -5.8616  0.0920
H -2.5101 -0.3511 1.1606  0.0727
H -1.8871 -3.8772 -2.4482  0.0128
H -1.0879 -5.5845 -6.0203  0.0955
H 5.3516 -2.9459 2.1242  0.0885
H -1.2049 -4.7094 3.0900  0.0991
H 1.8825 -1.1614 3.8966  0.1043
H -5.8446 3.5361 -0.8586  0.1038
H 2.1185 1.6700 2.9137  0.0945
H 0.5142 -2.9959 2.6377  0.0987
H 1.9547 3.0774 4.9413  0.1018
H -1.2228 1.9797 -4.0194  0.1354

Calculated values
- Gap between HOMO and LUMO: 4.584 eV
- Relative energy (zero: lowest compared OMol25 entry of this formula, charge and spin): 195.1 kJ/mol
- HOMO: -2.70 eV
- Net charge: -1
- Lowest unoccupied orbital energy: 1.9 eV

---

Entry 2:
C42H34Br4N2O3P2ReS3 as an isolated structure. Source: the Open Molecules 2025 dataset; level of theory: the ωB97M-V functional and the def2-TZVPD basis.

Each line ends with the Löwdin charge.
Cartesian coordinates (Å):
Re -0.2539 -0.0765 0.8337  1.1627
Br -5.4431 -4.1065 3.1078  0.7249
Br -4.4011 -2.8570 0.1706  0.8411
Br -1.1964 -1.1622 5.6230  0.7859
Br -3.8209 -3.2502 5.8744  0.7234
S 1.4121 1.7433 1.1998  0.3132
S -1.3585 1.3174 -1.0601  0.7129
S 0.5378 -3.1695 1.2824  0.3705
P 1.9410 -2.2316 0.2770  0.3828
P 2.2357 0.7416 -0.3820  0.4854
O -1.9184 -1.1407 0.5881  -0.3394
O -5.5309 -0.8679 -2.2645  0.0902
O -0.7385 -0.4041 2.7078  -0.3283
N -3.6269 1.5882 0.3551  0.0609
N -3.7026 0.1304 -1.4113  0.1080
C -3.9026 2.7010 2.5122  -0.2272
C -3.1490 2.6919 1.1906  -0.1769
C 4.7604 0.3155 -1.4287  -0.0787
C 6.0981 1.3292 0.7854  -0.0743
C 4.2013 -1.1613 3.4804  -0.0739
C -3.5113 -2.4917 1.7896  -0.6322
C -7.4137 3.6570 -1.3579  -0.0732
C 2.7407 -2.6327 -2.3748  -0.0881
C 3.3895 -1.9375 1.3454  -0.3376
C 4.7092 1.2766 0.7850  -0.0985
C -5.8429 1.3875 -1.6055  -0.1668
C -5.3104 2.6362 -1.9154  -0.0353
C 3.2762 -3.3804 -3.4173  -0.0779
C -1.7310 -1.3047 2.8849  -0.4611
C 6.8119 0.8675 -0.3085  -0.0768
C -2.1504 -1.7632 4.1166  -0.6542
C 5.7515 -1.9752 1.8335  -0.0857
C 1.9233 1.6199 -1.9402  -0.3761
C 3.1475 -1.4110 2.6159  -0.1037
C 2.9909 -4.5129 -0.8947  -0.0948
C -3.2573 -2.6138 4.1938  -0.7456
C -5.0548 0.1270 -1.7798  -0.4221
C -7.1643 1.2726 -1.1914  -0.0121
C 6.1436 0.3554 -1.4157  -0.0689
C -7.9455 2.4108 -1.0551  -0.0635
C -3.6028 1.4990 3.3975  -0.0821
C 2.2093 3.5938 -3.2929  -0.0742
C 4.6984 -2.2191 0.9607  -0.0836
C 1.2990 -0.7134 -0.3324  -0.7341
C 3.6734 -4.6897 -3.1942  -0.0851
C 2.4136 2.9178 -2.1041  -0.0821
C 3.5265 -5.2577 -1.9329  -0.0753
C 4.0409 0.7742 -0.3234  -0.3433
C 1.2334 1.0075 -2.9773  -0.1466
C -2.3956 -1.6773 1.7206  -0.4516
C 2.6059 -3.1896 -1.1097  -0.3473
C -3.9393 -2.9745 3.0292  -0.7449
C -2.9886 1.0177 -0.6383  -0.7553
C 1.5213 2.9739 -4.3331  -0.0789
C -6.1001 3.7688 -1.7979  -0.0665
C 5.5041 -1.4466 3.0913  -0.0890
C 1.0379 1.6860 -4.1770  -0.0756
H 4.1458 1.6125 1.6466  0.0761
H 2.1281 -1.2234 2.9335  0.0846
H 2.5869 4.6011 -3.4152  0.1048
H -3.8233 0.5593 2.8859  0.0689
H 2.8546 -4.9543 0.0859  0.1046
H 4.9011 -2.6264 -0.0219  0.1044
H 7.8941 0.9038 -0.3014  0.1054
H 4.2404 -0.0643 -2.3005  0.1041
H 4.0881 -5.2748 -4.0054  0.1019
H -8.0258 4.5442 -1.2590  0.1063
H -8.9715 2.3233 -0.7228  0.1082
H -2.0759 2.5692 1.3290  0.0910
H 6.3262 -1.2621 3.7725  0.1029
H 1.3646 3.5013 -5.2658  0.1037
H 6.6199 1.7197 1.6499  0.1095
H 2.9563 3.3954 -1.2953  0.1113
H 6.7662 -2.1988 1.5279  0.1059
H 6.7016 -0.0057 -2.2702  0.1069
H -4.2878 2.7250 -2.2659  0.1197
H -4.9774 2.7568 2.3030  0.1107
H -3.6454 3.6292 3.0256  0.1142
H 3.8218 -6.2857 -1.7639  0.1045
H -2.5518 1.4775 3.6890  0.0761
H -7.5669 0.2894 -0.9837  0.1257
H -3.3106 3.6306 0.6536  0.1262
H 4.0036 -0.7566 4.4654  0.1067
H -3.1563 -0.6315 -1.7934  0.1390
H -4.2034 1.5243 4.3068  0.0830
H 2.4003 -1.6191 -2.5477  0.0691
H 0.8372 0.0099 -2.8304  0.0817
H 3.3712 -2.9441 -4.4040  0.1028
H -5.6913 4.7381 -2.0525  0.1079
H 0.4972 1.2063 -4.9831  0.1067
H -4.6014 1.3409 0.4713  0.1520

Calculated values
- Gap between HOMO and LUMO (alpha / beta): 6.117 / 7.247 eV
- Spin multiplicity: 4
- Relative energy (zero: lowest compared OMol25 entry of this formula, charge and spin): 60.9 kJ/mol
- HOMO (alpha / beta): -6.83 / -7.74 eV
- Net charge: 0
- Lowest unoccupied orbital energy (alpha / beta): -0.7 / -0.5 eV

---

Entry 3:
C42H34CoN4O4Te as an isolated structure at a distorted geometry. Source: the Open Molecules 2025 dataset; level of theory: the ωB97M-V functional and the def2-TZVPD basis.

Each line ends with the Löwdin charge.
Cartesian coordinates (Å):
Te 2.2514 -1.1631 -2.8961  1.7361
Co -0.6406 0.8247 -1.3246  0.7587
O -0.5559 0.9529 0.6925  -0.0478
O 2.5297 4.9955 -1.7044  0.0808
O 1.2643 0.9647 -1.5754  -0.2723
O 0.0361 2.0261 4.3667  0.1098
N -0.7363 -1.0506 -1.1893  -0.0239
N -0.5091 2.6133 -1.7141  -0.1086
N 0.7020 3.1321 -1.8155  0.0859
N -2.5168 1.1768 -1.4907  0.0224
C 0.3558 -4.0477 -0.0839  -0.0477
C -0.7656 0.3569 2.9335  -0.0576
C -2.5129 2.5655 1.8707  -0.0263
C 5.3915 2.0342 -1.4465  -0.0818
C 0.4245 -5.3958 -0.3782  -0.0492
C 3.9851 -3.5944 0.2880  -0.0704
C -1.4285 2.8281 2.7074  -0.1418
C 1.6540 2.2289 -1.6921  -0.3529
C -0.6611 1.7751 3.4041  -0.3017
C -0.7704 -1.8489 -0.1583  -0.1660
C -4.1044 2.8753 -2.2067  -0.0194
C -1.8110 -5.3199 -1.2389  -0.0526
C -0.7930 -3.3196 -0.3839  -0.2110
C -3.1750 3.6125 1.2567  -0.0779
C -3.5573 0.4039 -1.1655  -0.1141
C 3.0458 2.6260 -1.6399  -0.0791
C -0.9854 -3.0129 4.6495  -0.0438
C 4.0696 1.6729 -1.5724  -0.0556
C 2.8577 -1.8984 -0.9768  -0.4761
C -2.7887 4.9239 1.4921  -0.0725
C 3.6002 -3.0721 -0.9363  -0.1405
C -0.6507 -6.0305 -0.9796  -0.0593
C -1.8909 -3.9708 -0.9360  -0.0317
C -4.8656 0.7830 -1.3423  -0.0532
C 5.7280 3.3802 -1.3326  -0.0607
C -5.1436 2.0365 -1.9196  -0.0548
C -0.8638 -2.3292 2.2400  0.0235
C -2.7777 2.4660 -1.9355  -0.2521
C 4.7456 4.3437 -1.3914  0.0034
C -0.7640 -1.3855 1.2045  -0.0696
C -0.6947 0.0196 1.5396  -0.2822
C 0.4232 -2.3426 -3.0127  -0.3677
C -1.0648 4.1527 2.9618  -0.0030
C -1.7449 5.1945 2.3639  -0.0659
C 3.6495 -2.9403 1.4644  -0.0545
C -0.8862 -1.9807 3.5760  -0.2522
C 3.4054 3.9973 -1.5845  -0.2554
C -1.6307 3.2486 -2.0719  -0.0238
C -0.8278 -0.6202 3.8982  0.0521
C 2.5389 -1.2286 0.1950  -0.1240
C -0.8145 -1.5926 -2.5454  -0.2721
C 2.9317 -1.7561 1.4149  -0.0490
H -3.3246 -0.5684 -0.7477  0.1125
H 0.5875 -3.2475 -2.4310  0.0501
H -0.1340 -3.6950 4.6132  0.0840
H -0.2430 4.3343 3.6411  0.1208
H 1.1893 -3.5465 0.3824  0.0962
H 4.5582 -4.5096 0.3199  0.1153
H -1.4645 6.2156 2.5830  0.1075
H -1.6151 4.2618 -2.4513  0.1382
H 4.9740 5.3957 -1.2888  0.1253
H 3.8830 -3.5669 -1.8570  0.1013
H 6.1589 1.2757 -1.4181  0.1043
H -2.6612 -5.8131 -1.6875  0.1131
H 1.6255 4.6305 -1.8483  0.0768
H -1.0052 -2.5393 5.6276  0.0796
H -1.8910 -3.6087 4.5289  0.0862
H 3.9558 -3.3434 2.4195  0.1170
H -3.3124 5.7394 1.0103  0.1056
H -4.0107 3.4139 0.5985  0.0943
H -2.8151 -3.4322 -1.1071  0.1241
H 1.3257 -5.9412 -0.1399  0.1130
H -0.8405 -0.3049 4.9327  0.1337
H -1.6800 -2.2606 -2.6333  0.1184
H 1.9908 -0.2988 0.1620  0.0918
H -2.8628 1.5535 1.7153  0.1140
H -0.5829 -7.0780 -1.2363  0.1121
H 2.6788 -1.2310 2.3267  0.1235
H 6.7601 3.6682 -1.2011  0.1114
H 3.8094 0.6203 -1.6160  0.0296
H -0.9177 -3.3768 1.9818  0.1228
H -6.1670 2.3257 -2.1071  0.1159
H -4.2694 3.8574 -2.6241  0.1228
H 0.2862 -2.6176 -4.0590  0.0664
H -5.6619 0.1191 -1.0454  0.1073
H -0.9819 -0.7425 -3.2224  0.1141

Calculated values
- Gap between HOMO and LUMO (alpha / beta): 5.204 / 4.561 eV
- Spin multiplicity: 5
- Relative energy (zero: lowest compared OMol25 entry of this formula, charge and spin): 0.0 kJ/mol
- HOMO (alpha / beta): -8.75 / -10.17 eV
- Net charge: +1
- Lowest unoccupied orbital energy (alpha / beta): -3.5 / -5.6 eV

---

Q: Which calculated total energy values were calculated for the entries above? A: -7571.71801; -14207.82393; -3791.38572, in Ha.
Q: Which molecular weight values were calculated for the entries above? A: 987.83; 1278.72; 845.29, in g/mol.